1.
{
  "formula": "C5H7NO",
  "method": "the ωB97M-V functional and the def2-TZVPD basis",
  "smiles": "C=C1CC1.N=C=O",
  "e_homo_ev": -9.97,
  "e_above_lowest_kj_mol": 252.4,
  "lumo_ev": 0.802,
  "symbols": ["C", "C", "C", "C", "C", "N", "O", "H", "H", "H", "H", "H", "H", "H"],
  "coordinates": [[2.807, -0.399, -0.928], [-0.984, -0.628, 1.202], [-1.225, -1.137, -0.243], [-0.953, 1.570, -0.148], [-0.955, 0.241, -0.001], [2.696, 0.731, -0.564], [2.937, -1.534, -1.138], [-1.786, -0.544, 1.841], [-0.012, -0.823, 1.776], [-0.386, -1.690, -0.624], [-2.266, -1.478, -0.413], [-1.000, 2.108, -1.068], [-0.783, 2.227, 0.716], [1.909, 1.357, -0.410]]
}

2.
{
  "formula": "C11H14N2O",
  "method": "the ωB97M-V functional and the def2-TZVPD basis",
  "smiles": "Cc1c[nH]c2ccccc12.CC(N)=O",
  "e_homo_ev": -8.05,
  "e_above_lowest_kj_mol": 292.9,
  "lumo_ev": 0.688,
  "symbols": ["C", "C", "C", "C", "C", "C", "C", "C", "C", "N", "H", "H", "H", "H", "H", "H", "H", "H", "H", "C", "C", "O", "N", "H", "H", "H", "H", "H"],
  "coordinates": [[1.003, -3.044, 0.812], [-0.332, -0.465, -1.642], [-0.527, -1.062, -0.438], [0.577, -2.037, -0.206], [1.346, -1.974, -1.400], [-1.198, 0.521, -2.069], [-2.364, 0.678, -1.440], [-1.850, -1.125, 0.079], [-2.769, -0.234, -0.432], [0.886, -0.936, -2.266], [1.308, -0.542, -3.038], [-1.040, 1.210, -2.908], [2.280, -2.536, -1.539], [-3.065, 1.528, -1.945], [-2.310, -1.898, 0.739], [1.449, -3.961, 0.358], [0.098, -3.349, 1.368], [-3.727, -0.407, -0.070], [1.861, -2.682, 1.450], [0.333, 1.088, 2.233], [1.154, 2.277, 2.067], [1.824, 2.773, 2.874], [0.993, 2.979, 0.831], [1.815, 3.679, 0.539], [0.843, 2.490, -0.065], [-0.235, 1.348, 3.157], [1.153, 0.178, 2.200], [-0.413, 0.736, 1.420]]
}

3.
{
  "formula": "C20H26N2O2",
  "method": "the ωB97M-V functional and the def2-TZVPD basis",
  "smiles": "CC(=O)OCCCCCC[C@@H](C#N)[C@H](C#N)Cc1cccc(C)c1",
  "e_homo_ev": -9.20,
  "e_above_lowest_kj_mol": 180.0,
  "lumo_ev": 0.645,
  "symbols": ["C", "C", "O", "O", "C", "C", "C", "C", "C", "C", "C", "C", "N", "C", "C", "N", "C", "C", "C", "C", "C", "C", "C", "C", "H", "H", "H", "H", "H", "H", "H", "H", "H", "H", "H", "H", "H", "H", "H", "H", "H", "H", "H", "H", "H", "H", "H", "H", "H", "H"],
  "coordinates": [[-0.793, -2.269, -4.192], [-0.842, -1.253, -3.094], [0.121, -0.844, -2.512], [-2.106, -0.881, -2.741], [-2.526, 0.423, -3.204], [-2.033, 1.517, -2.275], [-2.689, 1.471, -0.885], [-1.861, 0.612, 0.057], [-2.394, 0.483, 1.483], [-2.039, -0.827, 2.194], [-0.531, -1.074, 2.427], [-0.359, -2.088, 3.479], [-0.218, -2.883, 4.294], [0.267, -1.526, 1.178], [-0.275, -2.772, 0.630], [-0.661, -3.752, 0.180], [1.797, -1.642, 1.426], [2.483, -0.371, 1.004], [2.985, -0.238, -0.284], [3.532, 0.965, -0.689], [3.588, 2.039, 0.184], [3.097, 1.927, 1.476], [3.142, 3.088, 2.431], [2.551, 0.712, 1.870], [-0.897, -3.262, -3.758], [0.170, -2.210, -4.691], [-1.600, -2.124, -4.906], [-2.178, 0.591, -4.226], [-3.614, 0.367, -3.219], [-2.160, 2.487, -2.755], [-0.964, 1.342, -2.148], [-3.687, 1.036, -0.971], [-2.792, 2.482, -0.487], [-1.804, -0.387, -0.380], [-0.838, 0.996, 0.073], [-2.073, 1.327, 2.098], [-3.485, 0.542, 1.450], [-2.515, -0.812, 3.175], [-2.469, -1.682, 1.667], [-0.092, -0.151, 2.813], [0.130, -0.783, 0.402], [1.988, -1.846, 2.479], [2.169, -2.481, 0.843], [2.929, -1.067, -0.976], [3.921, 1.074, -1.692], [4.025, 2.975, -0.141], [2.132, 3.453, 2.624], [3.569, 2.796, 3.389], [3.711, 3.914, 2.012], [2.190, 0.605, 2.887]]
}

4.
{
  "formula": "C46H48AsGaN3O",
  "method": "the ωB97M-V functional and the def2-TZVPD basis",
  "e_homo_ev": [-0.66, -0.61],
  "e_above_lowest_kj_mol": 71.4,
  "lumo_ev": [2.073, 2.073],
  "total_charge": -1,
  "symbols": ["Ga", "N", "N", "C", "C", "C", "C", "H", "H", "H", "C", "C", "H", "H", "H", "C", "C", "H", "H", "H", "C", "H", "H", "H", "C", "H", "H", "H", "C", "H", "C", "H", "C", "H", "C", "H", "C", "C", "H", "C", "C", "H", "C", "H", "N", "C", "C", "C", "H", "C", "C", "H", "H", "H", "C", "H", "C", "C", "H", "H", "H", "C", "H", "H", "H", "O", "As", "C", "C", "C", "C", "C", "C", "C", "C", "C", "C", "C", "C", "C", "C", "C", "C", "C", "C", "H", "H", "H", "H", "H", "H", "H", "H", "H", "H", "H", "H", "H", "H", "H"],
  "coordinates": [[0.000, 0.000, 0.000], [0.319, -2.903, 2.383], [0.240, -2.175, -1.251], [0.683, 1.887, -0.523], [1.805, 1.025, -0.193], [1.647, 0.596, 1.172], [2.593, -0.267, 1.957], [3.354, -0.727, 1.304], [2.056, -1.079, 2.477], [3.128, 0.343, 2.709], [0.429, 1.151, 1.686], [-0.092, 0.970, 3.084], [0.350, 1.714, 3.775], [0.151, -0.036, 3.462], [-1.188, 1.086, 3.121], [-0.156, 1.972, 0.637], [-1.388, 2.822, 0.775], [-2.135, 2.350, 1.434], [-1.865, 2.996, -0.203], [-1.131, 3.808, 1.206], [2.965, 0.706, -1.094], [3.822, 1.379, -0.901], [2.684, 0.822, -2.153], [3.317, -0.330, -0.951], [0.503, 2.653, -1.802], [-0.561, 2.834, -2.018], [0.924, 2.112, -2.664], [1.008, 3.638, -1.744], [-0.358, -3.573, 3.325], [0.102, -3.592, 4.324], [-1.574, -4.231, 3.098], [-2.079, -4.768, 3.907], [-2.114, -4.175, 1.804], [-3.063, -4.670, 1.573], [-1.429, -3.473, 0.811], [-1.835, -3.394, -0.202], [-0.206, -2.838, 1.134], [0.554, -2.015, 0.173], [1.637, -2.087, 0.344], [-0.043, -0.929, -1.693], [0.251, -3.117, -2.275], [0.444, -4.177, -2.120], [-0.038, -2.413, -3.415], [-0.155, -2.736, -4.448], [-0.210, -1.062, -3.048], [-0.446, 0.016, -3.967], [0.572, 0.367, -4.880], [0.340, 1.452, -5.741], [1.129, 1.745, -6.444], [-0.862, 2.180, -5.713], [-1.098, 3.331, -6.664], [-1.644, 4.154, -6.170], [-1.706, 3.007, -7.530], [-0.148, 3.732, -7.055], [-1.849, 1.796, -4.789], [-2.793, 2.353, -4.749], [-1.669, 0.719, -3.906], [-2.735, 0.360, -2.902], [-2.818, -0.731, -2.766], [-3.715, 0.757, -3.214], [-2.488, 0.778, -1.911], [1.887, -0.378, -4.923], [1.807, -1.310, -5.512], [2.221, -0.666, -3.912], [2.668, 0.244, -5.390], [-1.474, -0.514, 1.637], [-2.216, -1.077, 3.233], [-1.269, -1.635, 5.036], [0.143, -1.580, 5.352], [0.639, -1.944, 6.604], [-0.219, -2.360, 7.604], [-1.588, -2.415, 7.355], [-2.102, -2.057, 6.099], [-2.682, 0.494, 4.658], [-1.662, 1.082, 5.498], [-1.914, 2.045, 6.469], [-3.203, 2.480, 6.686], [-4.240, 1.935, 5.938], [-3.994, 0.960, 4.953], [-4.137, -1.253, 2.968], [-4.878, -2.155, 3.742], [-6.276, -2.104, 3.730], [-6.933, -1.156, 2.941], [-6.197, -0.268, 2.150], [-4.798, -0.314, 2.163], [0.926, -1.324, 4.669], [1.709, -1.908, 6.791], [0.180, -2.640, 8.571], [-2.252, -2.734, 8.147], [-3.166, -2.098, 5.974], [-0.633, 0.797, 5.458], [-1.095, 2.445, 7.061], [-3.395, 3.226, 7.448], [-5.249, 2.267, 6.133], [-4.869, 0.596, 4.466], [-4.391, -2.869, 4.385], [-6.846, -2.781, 4.353], [-8.016, -1.102, 2.953], [-6.707, 0.480, 1.559], [-4.233, 0.417, 1.602]]
}

5.
{
  "formula": "C11H13NP",
  "method": "the ωB97M-V functional and the def2-TZVPD basis",
  "e_homo_ev": -11.94,
  "e_above_lowest_kj_mol": 239.7,
  "lumo_ev": -4.379,
  "total_charge": 1,
  "symbols": ["P", "C", "C", "C", "C", "C", "N", "H", "H", "H", "H", "H", "H", "H", "C", "C", "C", "C", "C", "C", "H", "H", "H", "H", "H", "H"],
  "coordinates": [[-0.337, 1.108, -1.136], [-2.135, 0.603, -1.496], [-3.196, 1.713, -1.528], [-4.711, 1.517, -1.848], [-5.047, -0.001, -2.091], [-3.861, -0.979, -1.979], [-2.491, -0.751, -1.726], [0.526, -0.017, -0.926], [0.127, 1.752, -2.350], [-0.227, 2.093, -0.108], [-2.836, 2.787, -1.324], [-5.482, 2.348, -1.867], [-6.120, -0.337, -2.326], [-4.145, -2.087, -2.128], [2.368, 0.127, 1.541], [3.294, -0.320, 0.602], [4.257, -1.256, 0.965], [4.287, -1.753, 2.265], [3.359, -1.309, 3.202], [2.402, -0.366, 2.842], [1.619, 0.861, 1.258], [3.266, 0.063, -0.414], [4.983, -1.599, 0.236], [5.035, -2.486, 2.547], [3.382, -1.698, 4.214], [1.682, -0.016, 3.573]]
}

6.
{
  "formula": "C31H30N5Pd",
  "method": "the ωB97M-V functional and the def2-TZVPD basis",
  "e_homo_ev": -3.69,
  "lumo_ev": 2.626,
  "total_charge": -1,
  "symbols": ["Pd", "C", "C", "C", "N", "C", "C", "C", "C", "C", "C", "C", "N", "C", "C", "C", "N", "C", "C", "C", "C", "C", "C", "C", "N", "C", "C", "H", "H", "H", "H", "H", "H", "H", "H", "H", "H", "H", "H", "H", "H", "H", "H", "H", "H", "H", "H", "H", "H", "H", "H", "H", "H", "N", "C", "C", "C", "C", "C", "C", "C", "C", "C", "H", "H", "H", "H"],
  "coordinates": [[-0.026, 0.319, 0.076], [2.653, -1.622, -2.017], [1.447, -2.100, -1.196], [1.701, -2.095, 0.320], [1.524, -0.768, 0.861], [2.460, -0.062, 1.489], [3.795, -0.489, 1.589], [4.866, -0.050, 2.355], [4.930, 1.002, 3.261], [3.922, 1.892, 3.568], [2.621, 1.965, 3.063], [1.942, 1.199, 2.120], [0.748, 1.565, 1.662], [-0.258, 2.292, 2.377], [-1.146, 3.145, 1.454], [-2.071, 2.336, 0.513], [-1.347, 1.702, -0.570], [-1.046, 2.356, -1.678], [-1.498, 3.666, -1.972], [-1.730, 4.255, -3.198], [-1.604, 3.700, -4.470], [-0.921, 2.541, -4.790], [-0.135, 1.753, -3.970], [-0.042, 1.715, -2.563], [0.944, 1.123, -1.909], [2.167, 0.818, -2.616], [2.294, -0.630, -3.128], [3.150, -2.490, -2.463], [3.374, -1.135, -1.357], [1.156, -3.105, -1.506], [0.582, -1.434, -1.374], [2.682, -2.536, 0.533], [0.940, -2.729, 0.799], [4.039, -1.361, 0.994], [5.777, -0.632, 2.247], [5.875, 1.142, 3.777], [4.174, 2.667, 4.284], [2.069, 2.831, 3.413], [0.174, 2.960, 3.139], [-0.896, 1.557, 2.905], [-0.502, 3.794, 0.853], [-1.773, 3.775, 2.093], [-2.848, 3.011, 0.126], [-2.562, 1.539, 1.087], [-1.766, 4.276, -1.118], [-2.139, 5.259, -3.161], [-2.053, 4.248, -5.293], [-0.919, 2.263, -5.842], [0.444, 0.999, -4.488], [2.993, 1.002, -1.916], [2.289, 1.508, -3.467], [3.082, -0.648, -3.889], [1.361, -0.935, -3.606], [-6.402, -7.054, 2.528], [-5.666, -6.204, 2.257], [-4.790, -5.163, 1.935], [-3.881, -4.668, 2.890], [-3.036, -3.633, 2.577], [-3.053, -3.043, 1.301], [-3.966, -3.537, 0.353], [-4.813, -4.572, 0.656], [-2.169, -1.991, 0.971], [-1.410, -1.096, 0.649], [-3.862, -5.114, 3.876], [-2.343, -3.254, 3.315], [-3.990, -3.082, -0.628], [-5.513, -4.942, -0.081]]
}

7.
{
  "formula": "C6H10O",
  "method": "the ωB97M-V functional and the def2-TZVPD basis",
  "e_homo_ev": -9.44,
  "e_above_lowest_kj_mol": 204.1,
  "lumo_ev": 1.023,
  "symbols": ["C", "C", "C", "C", "C", "C", "O", "H", "H", "H", "H", "H", "H", "H", "H", "H", "H"],
  "coordinates": [[-0.312, 2.012, -0.142], [0.026, 0.572, -0.021], [-0.195, -0.158, 1.274], [1.029, -0.964, 0.569], [0.372, -1.669, -0.618], [-0.467, -0.437, -1.074], [1.465, 0.291, 0.032], [-0.029, 2.386, -1.125], [0.215, 2.578, 0.633], [-1.390, 2.125, 0.006], [-1.139, -0.662, 1.514], [0.159, 0.412, 2.155], [1.225, -1.256, 1.569], [-0.216, -2.518, -0.269], [1.030, -2.026, -1.424], [-0.225, -0.079, -2.076], [-1.546, -0.607, -1.002]]
}

8.
{
  "formula": "C31H31IMoN5O5Se",
  "method": "the ωB97M-V functional and the def2-TZVPD basis",
  "e_homo_ev": -5.22,
  "e_above_lowest_kj_mol": 70.4,
  "lumo_ev": 1.694,
  "total_charge": -1,
  "symbols": ["Mo", "O", "C", "C", "C", "C", "C", "C", "C", "C", "N", "H", "H", "H", "H", "H", "H", "H", "H", "H", "H", "H", "O", "C", "O", "C", "C", "C", "N", "C", "C", "C", "O", "O", "H", "H", "H", "I", "C", "N", "C", "Se", "N", "C", "C", "C", "C", "C", "C", "H", "H", "H", "H", "H", "H", "H", "H", "C", "C", "C", "C", "C", "C", "C", "C", "N", "H", "H", "H", "H", "H", "H", "H", "H", "H"],
  "coordinates": [[-0.200, -0.426, -0.375], [-1.342, -2.432, 3.046], [0.042, -2.521, 3.316], [0.510, -3.883, 2.829], [0.271, -4.056, 1.319], [1.265, -3.334, 0.456], [2.573, -3.789, 0.294], [3.413, -3.161, -0.597], [2.965, -2.100, -1.358], [1.674, -1.677, -1.128], [0.889, -2.257, -0.220], [-1.551, -1.527, 2.758], [0.231, -2.428, 4.390], [0.602, -1.722, 2.817], [-0.053, -4.652, 3.364], [1.570, -4.021, 3.068], [-0.729, -3.699, 1.087], [0.329, -5.113, 1.050], [2.908, -4.645, 0.868], [4.438, -3.502, -0.706], [3.577, -1.604, -2.101], [1.254, -0.785, -1.687], [-0.906, 6.308, -2.080], [-1.478, 5.828, -1.064], [-2.025, 6.386, -0.096], [-1.408, 4.292, -0.989], [-1.049, 3.545, -2.102], [-0.728, 2.211, -1.964], [-0.786, 1.599, -0.776], [-1.270, 2.276, 0.273], [-1.575, 3.615, 0.213], [-1.541, 1.413, 1.480], [-1.949, 1.863, 2.519], [-1.334, 0.118, 1.250], [-0.969, 4.043, -3.059], [-0.357, 1.619, -2.785], [-1.912, 4.143, 1.095], [1.955, 0.678, 1.170], [2.026, 4.609, -3.393], [2.739, 3.919, -2.318], [3.092, 2.606, -2.290], [2.612, 1.274, -3.473], [3.869, 2.463, -1.189], [3.969, 3.654, -0.474], [4.584, 3.988, 0.719], [4.459, 5.305, 1.142], [3.742, 6.247, 0.397], [3.121, 5.901, -0.796], [3.255, 4.586, -1.207], [1.727, 3.868, -4.126], [2.698, 5.333, -3.858], [1.147, 5.133, -3.020], [4.155, 1.554, -0.872], [5.115, 3.248, 1.307], [4.914, 5.606, 2.078], [3.650, 7.262, 0.766], [2.536, 6.615, -1.366], [-0.661, -2.342, -3.870], [-2.104, -2.080, -3.543], [-3.125, -2.454, -4.407], [-4.452, -2.193, -4.092], [-4.762, -1.545, -2.906], [-3.766, -1.155, -2.015], [-4.085, -0.415, -0.745], [-2.439, -1.440, -2.346], [-1.403, -1.054, -1.458], [-0.568, -2.874, -4.818], [-0.184, -2.938, -3.092], [-0.098, -1.408, -3.943], [-2.873, -2.955, -5.336], [-5.241, -2.490, -4.773], [-5.798, -1.330, -2.659], [-5.135, -0.542, -0.476], [-3.896, 0.656, -0.864], [-3.463, -0.752, 0.083]]
}

9.
{
  "formula": "C25H41O4S2",
  "method": "the ωB97M-V functional and the def2-TZVPD basis",
  "e_homo_ev": [-7.19, -8.57],
  "e_above_lowest_kj_mol": 0.0,
  "s2": 0.76,
  "lumo_ev": [-0.199, -0.333],
  "spin_multiplicity": 2,
  "symbols": ["C", "C", "O", "C", "S", "S", "C", "C", "C", "C", "C", "O", "C", "H", "H", "H", "H", "H", "H", "H", "H", "H", "H", "H", "H", "H", "H", "H", "H", "C", "C", "O", "C", "C", "C", "C", "C", "C", "C", "C", "C", "C", "C", "C", "C", "O", "C", "H", "H", "H", "H", "H", "H", "H", "H", "H", "H", "H", "H", "H", "H", "H", "H", "H", "H", "H", "H", "H", "H", "H", "H", "H"],
  "coordinates": [[-3.550, 1.421, 0.068], [-3.466, 0.074, 0.737], [-2.046, -0.131, 0.956], [-1.587, -1.182, 1.680], [-2.671, -2.182, 2.531], [0.145, -1.107, 1.758], [0.922, -1.329, -0.009], [1.110, -2.832, -0.064], [-0.031, -0.783, -1.042], [2.265, -0.632, -0.170], [3.080, -0.536, 1.116], [3.393, -1.533, 1.745], [3.496, 0.853, 1.526], [-4.568, 1.593, -0.302], [-3.367, 2.223, 0.787], [-2.855, 1.530, -0.772], [-3.955, 0.098, 1.713], [-3.851, -0.705, 0.073], [1.467, -3.106, -1.059], [1.882, -3.104, 0.656], [0.173, -3.373, 0.122], [0.420, -0.974, -2.024], [-1.013, -1.262, -1.023], [-0.137, 0.302, -0.927], [2.857, -1.247, -0.866], [2.180, 0.360, -0.635], [3.222, 1.618, 0.797], [3.003, 1.082, 2.478], [4.578, 0.885, 1.680], [-5.767, -2.055, -0.762], [-4.844, -3.222, -0.828], [-4.169, -3.460, -1.828], [-4.718, -4.072, 0.440], [-5.480, -5.409, 0.423], [-6.974, -5.185, 0.169], [-4.888, -6.321, -0.652], [-5.298, -6.119, 1.783], [-5.817, -5.381, 3.006], [-5.116, -4.125, 3.559], [-3.580, -3.998, 3.503], [-3.080, -3.830, 4.921], [-4.322, -3.495, 5.777], [-5.469, -4.202, 5.086], [-5.451, -5.708, 5.463], [-5.964, -6.393, 4.209], [-6.441, -7.505, 4.146], [-6.879, -3.683, 5.382], [-6.817, -2.366, -0.796], [-5.630, -1.491, 0.170], [-5.570, -1.395, -1.612], [-3.644, -4.280, 0.580], [-5.019, -3.452, 1.294], [-7.519, -6.130, 0.316], [-7.400, -4.434, 0.846], [-7.128, -4.853, -0.864], [-5.507, -7.220, -0.759], [-4.837, -5.791, -1.608], [-3.874, -6.631, -0.375], [-5.839, -7.082, 1.722], [-4.233, -6.370, 1.918], [-6.848, -5.053, 2.798], [-5.560, -3.192, 3.141], [-3.056, -4.677, 2.836], [-2.632, -4.770, 5.255], [-2.326, -3.046, 5.024], [-4.245, -3.790, 6.833], [-4.519, -2.425, 5.724], [-4.430, -6.059, 5.678], [-6.085, -5.924, 6.333], [-7.115, -3.823, 6.447], [-6.960, -2.608, 5.155], [-7.639, -4.215, 4.797]]
}